P.
A single C9H19NO molecule, computed with ωB97M-V/def2-TZVPD.

## Properties
- SMILES: CCCCNC[C@@H]1CCCO1
- HOMO energy: -8.9 eV
- Gap between HOMO and LUMO: 9.89 eV
- Charge: 0

Last column: Mulliken charge in e.
Atoms and positions in Å:
O: 1.80 2.32 0.09  -0.50
N: -0.44 -0.62 -0.15  -0.05
C: -1.25 -1.24 -1.18  -0.64
C: 0.25 -3.89 -0.40  -1.17
C: 0.23 1.62 1.70  -0.70
C: -1.91 -2.53 -0.67  -0.79
C: 0.25 0.57 -0.60  -1.07
C: 1.09 3.49 0.48  -0.53
C: -0.13 3.04 1.30  -0.59
C: 1.10 1.16 0.53  0.35
C: -1.14 -3.81 -1.02  -0.37
H: -1.05 -3.88 -2.11  0.29
H: -2.91 -2.61 -1.09  0.31
H: 0.24 -1.29 0.20  0.12
H: 0.91 0.38 -1.47  0.36
H: 0.69 -4.86 -0.60  0.36
H: 0.91 -3.13 -0.81  0.29
H: 1.78 4.10 1.08  0.33
H: 0.81 4.05 -0.41  0.27
H: -1.03 3.05 0.68  0.26
H: 1.86 0.43 0.83  0.36
H: 0.82 1.62 2.62  0.34
H: -0.50 1.29 -0.92  0.29
H: -2.02 -0.52 -1.44  0.42
H: -0.30 3.69 2.15  0.37
H: -1.73 -4.66 -0.68  0.34
H: 0.19 -3.76 0.68  0.31
H: -2.01 -2.45 0.42  0.34
H: -0.67 -1.46 -2.10  0.37
H: -0.63 0.97 1.82  0.34

Q.
2 unconnected molecules or ions with the total composition C9H19NO, computed with ωB97M-V/def2-TZVPD.

## Properties
- HOMO energy (alpha / beta): -7.5 / -7.9 eV
- Gap between HOMO and LUMO (alpha / beta): 7.81 / 8.47 eV
- Charge: 0

Last column: Mulliken charge in e.
Atoms and positions in Å:
O: -0.42 -1.74 -0.97  -0.56
N: 0.81 -1.15 -1.51  -0.62
C: 0.55 -0.55 2.23  -1.69
C: -1.43 1.17 -0.94  1.75
C: -0.86 1.50 -2.28  -1.90
C: -2.65 0.39 -0.78  -1.27
C: 1.48 -2.52 1.02  -1.43
C: 1.13 -0.98 0.91  1.69
C: 2.42 -0.07 0.67  -1.66
C: 0.23 -0.69 -0.32  0.35
C: -1.23 2.21 0.12  -1.49
H: -3.11 0.43 0.21  0.36
H: -1.56 2.18 -2.81  0.47
H: -2.33 -0.74 -0.84  0.23
H: 3.02 0.00 1.61  0.41
H: 0.50 -0.73 -2.30  0.29
H: -0.98 0.68 -2.93  0.58
H: 0.41 -2.95 1.02  0.32
H: 1.05 -1.08 3.04  0.47
H: 0.67 0.56 2.46  0.28
H: -1.22 1.72 1.05  0.36
H: 3.03 -0.71 0.04  0.44
H: 0.04 2.14 -2.22  0.28
H: 2.12 -2.59 1.92  0.42
H: -2.05 2.98 0.09  0.34
H: -3.42 0.69 -1.49  0.39
H: -0.50 -0.91 2.28  0.34
H: -0.21 2.76 0.11  0.28
H: 2.19 -2.98 0.27  0.29
H: 2.34 0.98 0.35  0.27

Question: which arrangement is favored energetically? Ranking from most to least stable: P, Q.

P.
A molecular structure, C6H8N2O, computed with ωB97M-V/def2-TZVPD.

## Properties
- HOMO energy: -7.7 eV
- Gap between HOMO and LUMO: 8.32 eV
- Charge: 0

Last column: Mulliken charge in e.
Atoms and positions in Å:
O: 1.57 1.68 -1.26  -0.52
N: 0.06 0.88 0.86  0.15
N: -1.13 0.40 0.93  -0.58
C: 0.92 0.70 -0.88  0.52
C: -1.53 -0.61 0.16  -0.39
C: 0.78 -1.69 -0.73  -0.66
C: 0.49 -0.48 -1.50  -0.38
C: 0.26 2.14 1.61  -0.80
C: -0.67 -1.28 -0.79  0.13
H: 1.11 2.08 2.37  0.22
H: 0.94 -2.53 -1.47  0.22
H: 0.68 2.82 0.88  0.27
H: -2.65 -0.98 0.28  0.25
H: 0.47 -0.57 -2.53  0.49
H: -0.62 2.44 2.19  0.36
H: 1.39 -1.71 0.07  0.38
H: -1.18 -1.84 -1.60  0.33

Q.
A single C6H8N2O molecule, computed with ωB97M-V/def2-TZVPD.

## Properties
- SMILES: C=NN1C(=C)CCC1=O
- HOMO energy: -8.3 eV
- Gap between HOMO and LUMO: 9.21 eV
- Charge: 0

Last column: Mulliken charge in e.
Atoms and positions in Å:
O: 1.29 1.88 -1.00  -0.63
N: -1.00 1.48 0.99  -0.44
N: -0.20 0.42 -0.04  0.26
C: -0.44 -0.89 0.07  0.20
C: 1.80 -0.58 -0.73  -0.54
C: -1.21 2.62 0.63  -0.13
C: -1.57 -1.46 0.54  -0.91
C: 1.01 0.72 -0.64  0.40
C: 0.80 -1.67 -0.25  -0.29
H: -1.05 3.24 -0.33  0.22
H: 2.63 -0.46 -0.08  0.24
H: 1.16 -2.12 0.72  0.24
H: 2.17 -0.72 -1.74  0.29
H: -1.62 3.37 1.29  0.28
H: -2.57 -0.91 0.79  0.23
H: -1.70 -2.54 0.80  0.26
H: 0.49 -2.38 -1.03  0.31

R.
2 unconnected molecules or ions with the total composition C6H8N2O, computed with ωB97M-V/def2-TZVPD.

## Properties
- HOMO energy: -9.2 eV
- Gap between HOMO and LUMO: 9.58 eV
- Charge: 0

Last column: Mulliken charge in e.
Atoms and positions in Å:
O: 1.95 1.38 -0.13  -0.10
N: 2.87 -0.55 -0.01  -0.25
N: 3.11 0.65 -0.13  -0.36
C: 0.81 -2.05 0.20  -1.63
C: -1.20 2.22 0.50  -0.74
C: 0.99 0.49 -0.11  0.30
C: -1.14 1.11 -0.12  0.51
C: -1.98 -0.07 -0.39  -0.88
C: 1.55 -0.77 0.03  0.60
H: -2.52 -0.41 0.57  0.25
H: 0.44 -2.16 -0.81  0.32
H: -1.38 -0.97 -0.78  0.15
H: -2.08 2.82 0.56  0.34
H: -0.33 2.79 0.42  0.32
H: -2.75 0.18 -1.10  0.38
H: 1.54 -2.79 0.43  0.35
H: 0.11 -1.85 0.89  0.46

S.
A molecular structure, C6H8N2O, computed with ωB97M-V/def2-TZVPD.

## Properties
- HOMO energy: -9.1 eV
- Gap between HOMO and LUMO: 9.74 eV
- Charge: 0

Last column: Mulliken charge in e.
Atoms and positions in Å:
O: -0.91 -2.27 0.60  -0.51
N: 0.95 1.81 0.16  -0.72
N: -0.88 -0.16 -0.54  -0.09
C: 0.24 -0.19 1.44  -0.49
C: 1.79 -0.74 -0.51  -0.54
C: 0.72 0.57 0.23  0.63
C: -0.59 -1.13 0.58  0.27
C: -2.01 0.77 -0.42  -0.86
C: 2.80 -1.25 -0.95  -0.28
H: -2.06 1.39 -1.32  0.32
H: -0.42 0.42 2.07  0.28
H: -0.75 -0.59 -1.45  0.29
H: 3.69 -1.72 -1.27  0.44
H: 1.19 2.15 -0.77  0.26
H: -2.95 0.23 -0.29  0.31
H: 1.01 -0.70 2.01  0.36
H: -1.83 1.43 0.43  0.33

Question: which arrangement is favored energetically? Ranking from most to least stable: Q, P, S, R.

P.
2 unconnected molecules or ions with the total composition C2H4O2S2, computed with ωB97M-V/def2-TZVPD.

## Properties
- SMILES: O=C=S.COS
- HOMO energy: -9.5 eV
- Gap between HOMO and LUMO: 9.96 eV
- Charge: 0

Last column: Mulliken charge in e.
Atoms and positions in Å:
S: -1.02 -1.03 -1.19  -0.06
S: 1.55 1.02 -2.22  -0.33
O: 2.24 0.30 0.26  -0.40
O: -1.22 0.27 -0.20  -0.29
C: 1.82 0.61 -0.80  0.73
C: -0.50 0.14 0.98  -0.78
H: 0.24 -0.61 0.85  0.34
H: -0.93 -0.15 1.95  0.30
H: -0.04 1.04 1.17  0.34
H: -2.15 -1.60 -0.80  0.15

Q.
A single C2H4O2S2 molecule, computed with ωB97M-V/def2-TZVPD.

## Properties
- SMILES: CSSOC=O
- HOMO energy: -9.5 eV
- Gap between HOMO and LUMO: 9.62 eV
- Charge: 0

Last column: Mulliken charge in e.
Atoms and positions in Å:
S: 0.38 -2.02 -0.24  0.01
S: -1.41 -1.37 0.43  0.06
O: -3.66 0.81 0.56  -0.46
O: -2.20 -0.33 -0.77  -0.26
C: -3.18 0.53 -0.49  0.21
C: 1.44 -0.60 0.25  -0.75
H: -3.50 0.94 -1.47  0.31
H: 1.30 0.20 -0.47  0.28
H: 1.15 -0.27 1.24  0.29
H: 2.47 -0.93 0.25  0.30

R.
2 unconnected molecules or ions with the total composition C2H4O2S2, computed with ωB97M-V/def2-TZVPD.

## Properties
- HOMO energy: -8.6 eV
- Gap between HOMO and LUMO: 7.14 eV
- Charge: 0

Last column: Mulliken charge in e.
Atoms and positions in Å:
S: 0.75 2.05 0.68  0.08
S: -2.05 -2.25 -0.64  0.69
O: -1.38 -2.73 0.53  -0.35
O: -1.23 -1.45 -1.50  -0.35
C: -0.45 2.49 -0.31  -0.37
C: 1.28 0.32 0.61  -0.61
H: 0.60 -0.22 1.18  0.22
H: 1.04 0.00 -0.46  0.18
H: 2.34 0.11 0.91  0.31
H: -0.89 1.69 -1.01  0.20

Question: which arrangement is favored energetically? Ranking from most to least stable: Q, P, R.

P.
2 unconnected molecules or ions with the total composition C2H7ClN3, computed with ωB97M-V/def2-TZVPD.

## Properties
- HOMO energy: -14.7 eV
- Gap between HOMO and LUMO: 11.12 eV
- Charge: +1

Last column: Mulliken charge in e.
Atoms and positions in Å:
Cl: 2.61 -0.59 -0.07  -0.13
N: -0.67 -1.48 -0.78  -0.36
N: -1.84 0.15 0.33  -0.33
N: 0.86 1.15 0.40  -0.42
C: -0.90 -0.80 0.33  0.25
C: 2.08 0.99 0.13  0.02
H: -0.02 -2.23 -0.74  0.26
H: -0.28 -0.73 1.24  0.43
H: -1.16 -1.39 -1.69  0.23
H: -1.75 0.84 1.01  0.24
H: 2.88 1.74 -0.07  0.34
H: -2.55 0.21 -0.41  0.23
H: 0.75 2.14 0.31  0.23

Q.
A gas-phase ion, C2H7ClN3 (charge +1), computed with ωB97M-V/def2-TZVPD.

## Properties
- SMILES: [NH3+][C@@H]1NN[C@H]1Cl
- HOMO energy: -13.6 eV
- Gap between HOMO and LUMO: 9.70 eV
- Charge: +1

Last column: Mulliken charge in e.
Atoms and positions in Å:
Cl: -2.67 -0.34 -0.34  -0.14
N: -0.63 1.41 0.49  -0.29
N: 1.29 -0.95 0.24  -0.40
N: 0.36 1.07 -0.58  -0.40
C: -1.10 0.05 0.47  -0.08
C: 0.08 -0.32 -0.43  0.04
H: -1.02 -0.44 1.51  0.22
H: 1.53 -1.96 0.20  0.37
H: 0.21 1.59 -1.49  0.30
H: -0.04 -1.08 -1.50  0.35
H: -1.15 2.18 0.27  0.26
H: 1.04 -0.85 1.30  0.38
H: 2.09 -0.35 -0.14  0.38

Question: which arrangement is favored energetically? Ranking from most to least stable: P, Q.